No. 1
The following is a quantum chemistry calculation of a gas-phase ion, C2FO4 (charge -1), from the OMol25 dataset.

Geometry (Å):
1 C -1.192 0.092 -0.045
2 C 0.422 -0.323 0.325
3 O -1.730 0.716 0.831
4 O -1.433 -0.235 -1.212
5 O 1.557 0.104 0.087
6 O 1.858 1.339 -0.146
7 F 0.519 -1.693 0.160

molar mass	107.02	g/mol
net charge	-1
Kohn-Sham gap (spin up / spin down)	9.077 / 9.077	eV
ΔE to the lowest compared entry with this formula, charge and spin	32.4	kcal/mol
HOMO (spin up / spin down)	-4.9040 / -4.9034	eV


No. 2
The following is a quantum chemistry calculation of a molecular structure, C2H10BKO2, from the OMol25 dataset.

Geometry (Å):
1 K -0.497 -2.067 2.722
2 B -1.747 0.279 1.076
3 H -1.739 1.077 0.350
4 H -0.846 0.216 1.667
5 H -2.516 0.538 1.787
6 H -2.066 -0.685 0.712
7 C 1.605 0.629 -0.921
8 C 1.001 -0.787 -1.183
9 O 0.224 -1.198 -0.117
10 O 0.653 1.680 -0.866
11 H 2.151 0.956 -1.805
12 H 2.109 0.678 0.044
13 H 1.783 -1.521 -1.379
14 H 0.314 -0.837 -2.027
15 H -0.382 -0.509 0.164
16 H -0.047 1.551 -0.223

molar mass	116.01	g/mol
net charge	-1
Kohn-Sham gap (spin up / spin down)	2.979 / 9.415	eV
multiplicity	2
HOMO (spin up / spin down)	-0.3261 / -6.2256	eV


No. 3
The following is a quantum chemistry calculation of a molecular structure, C2H10BeCl3FNNa2O13PS3, from the OMol25 dataset.

Geometry (Å):
1 O 4.359 -1.840 0.933
2 S 3.825 -0.829 0.071
3 O 4.567 0.390 -0.018
4 N 2.311 -0.417 0.502
5 S 1.415 -1.621 0.841
6 O 1.557 -2.020 2.266
7 O 1.511 -2.706 -0.094
8 C -0.203 -0.905 0.736
9 P -1.571 -2.065 0.848
10 O -2.089 -2.000 2.239
11 O -1.193 -3.497 0.391
12 O -2.844 -1.690 -0.086
13 H 3.727 -1.380 -1.151
14 H -0.293 -0.188 1.585
15 H -0.258 -0.330 -0.205
16 H -0.312 -3.788 0.696
17 H -3.284 -2.532 -0.303
18 C 3.931 3.389 0.551
19 Cl 3.060 4.065 1.947
20 Cl 2.859 3.233 -0.831
21 Cl 5.330 4.380 0.155
22 H 4.279 2.399 0.818
23 O -3.335 0.722 2.101
24 H -3.811 0.778 2.971
25 H -3.935 1.009 1.318
26 H -2.902 -0.225 1.996
27 Be 0.433 -0.733 3.456
28 O 1.343 3.300 -3.601
29 S 0.800 2.018 -4.002
30 O -0.384 2.205 -4.802
31 O 0.579 1.109 -2.887
32 O 1.893 1.267 -4.860
33 F 1.091 -0.115 -5.074
34 Na -4.748 -0.238 0.031
35 Na -1.070 1.492 0.252
36 O -7.918 -1.075 0.713
37 H -8.721 -1.562 0.498

molar mass	563.62	g/mol
net charge	0
Kohn-Sham gap	3.114	eV
HOMO	-8.1958	eV


No. 4
The following is a quantum chemistry calculation of a molecular structure, C2H10MnO10, from the OMol25 dataset.

Geometry (Å):
1 Mn -0.086 0.670 -0.232
2 O -0.403 -3.087 -2.440
3 C -0.182 -2.622 -1.163
4 O -0.221 -1.356 -1.101
5 O -0.039 -3.398 -0.230
6 H -0.123 -4.011 -2.474
7 O 1.811 -0.335 3.320
8 C 1.955 -0.527 1.970
9 O 1.335 0.307 1.231
10 O 2.686 -1.429 1.590
11 H 2.463 -1.001 3.622
12 O -0.542 2.613 0.496
13 H -1.380 3.048 0.700
14 H 0.103 3.330 0.419
15 O -1.580 0.046 1.468
16 H -1.773 -0.900 1.552
17 H -1.823 0.436 2.316
18 O 1.209 1.651 -1.678
19 H 1.728 1.452 -2.469
20 H 0.932 2.571 -1.784
21 O -1.739 0.960 -1.459
22 H -2.689 0.935 -1.283
23 H -1.641 0.647 -2.372

molar mass	249.03	g/mol
net charge	0
Kohn-Sham gap (spin up / spin down)	7.150 / 7.120	eV
multiplicity	6
ΔE to the lowest compared entry with this formula, charge and spin	22.3	kcal/mol
HOMO (spin up / spin down)	-8.1705 / -8.1541	eV